DFT (the ωB97M-V functional and the def2-TZVPD basis) results for a 2-piece molecular cluster, C3H13N3 overall in a non-equilibrium geometry.

The calculation puts the calculated total energy at -286.27613 a.u. Its LUMO energy (spin up / spin down) is 4.028 / 4.213 eV. The energy relative to the best compared isomer or geometry (same formula, charge and spin) comes out at 33.6 kJ/mol. As for the charge: -1. As for the spin multiplicity: 2. The expectation value of S² is 0.75.

```
19
Properties=species:S:1:pos:R:3:forces:R:3
C -1.995 -2.125 -0.633 0.27 -0.43 -0.89
N -0.780 -1.383 -0.405 0.34 0.26 0.43
C -0.074 -1.696 0.835 0.13 0.57 -0.26
H -2.747 -1.924 0.119 -0.08 0.21 0.26
H -1.846 -3.215 -0.662 -0.01 -0.11 0.18
H -2.402 -1.858 -1.620 -0.03 0.10 0.23
H -0.097 -1.525 -1.140 -0.42 0.06 -0.25
H 0.843 -1.107 0.824 0.22 0.03 0.02
H -0.622 -1.317 1.704 -0.12 -0.48 -0.03
H 0.236 -2.746 0.898 -0.29 -0.12 0.38
N 2.141 1.592 0.316 -0.41 -0.30 -0.16
C 1.052 2.496 0.069 0.66 0.18 -0.16
N 0.030 1.899 -0.784 -0.31 0.21 0.16
H 2.997 1.775 -0.172 0.14 -0.01 0.18
H 2.216 1.245 1.258 0.26 0.05 0.05
H 1.443 3.371 -0.462 -0.13 0.06 -0.02
H 0.681 2.872 1.025 -0.25 -0.09 0.14
H -0.728 2.583 -0.838 -0.07 -0.27 -0.10
H -0.350 1.063 -0.333 0.10 0.08 -0.17
```
Forces are in eV/Å.

What are the natural (NBO) partial charges on each atom? They are as follows, in elementary charge units: C -0.499; N -0.644; C -0.831; H 0.185; H 0.146; H 0.177; H 0.345; H 0.193; H 0.170; H 0.146; N -0.945; C -0.231; N -0.862; H 0.356; H 0.336; H 0.139; H 0.128; H 0.323; H 0.370


DFT (the ωB97M-V functional and the def2-TZVPD basis) results for C16H27N3O4S2 as an isolated structure in a non-equilibrium geometry.

The calculation puts the calculated total energy at -1886.92782 a.u. Its LUMO energy is -0.271 eV. The energy relative to the best compared isomer or geometry (same formula, charge and spin) comes out at 1437.9 kJ/mol. As for the spin multiplicity: 1.

```
52
Properties=species:S:1:pos:R:3:forces:R:3
C -1.582 0.009 4.593 2.73 -0.27 0.24
C -0.900 -1.319 4.222 0.79 -0.76 2.20
O 0.488 -1.364 3.803 -1.11 -0.17 4.38
C 0.764 -0.816 2.633 0.21 5.65 -0.69
C 0.581 -1.693 1.583 -5.77 -7.61 -1.80
H 0.930 -2.747 1.877 0.07 1.47 -0.33
H -0.779 -2.026 1.690 3.71 1.06 -1.08
C 0.984 -1.330 0.212 -3.55 3.32 0.19
N 0.501 -2.186 -0.849 -4.33 3.06 -0.69
C 1.319 -3.181 -1.173 5.49 -5.01 1.31
H 1.464 -4.020 -0.240 0.21 2.62 -1.78
H 1.011 -4.010 -1.848 -0.28 1.39 -0.48
H 2.402 -2.703 -1.481 -1.76 -1.81 0.48
C -0.076 -1.525 -2.113 5.26 7.55 7.12
C -1.279 -0.767 -1.821 -6.53 1.38 2.41
H -1.448 -0.087 -0.896 1.84 -0.91 -1.42
H -2.186 -1.404 -1.509 1.46 -0.27 -0.40
C -1.973 -0.031 -3.005 0.38 -1.93 -2.39
N -0.877 0.815 -3.705 -7.61 3.48 3.12
S -1.161 2.385 -3.037 6.84 2.29 -3.05
O 0.031 3.207 -3.740 -5.17 -2.71 2.61
O -2.563 2.675 -3.057 0.07 0.32 -0.56
C -0.691 2.381 -1.343 -1.56 2.07 3.79
C -1.758 2.364 -0.290 15.62 -1.76 -0.59
S -0.678 2.283 1.128 -10.36 -0.52 3.55
C 0.687 2.488 0.481 4.76 0.41 5.74
C 0.657 2.708 -0.752 1.11 -2.61 -11.65
H 1.585 2.468 -1.490 -2.07 1.53 2.01
C 1.816 2.424 1.499 5.55 -0.97 -15.62
O 2.925 2.285 0.886 -1.43 0.08 1.08
N 1.781 2.472 2.675 -4.44 1.12 11.22
H 0.951 2.722 3.159 -1.02 0.05 0.29
H 2.508 2.469 3.291 2.96 -0.29 1.09
H -2.642 2.545 -0.446 -9.57 1.30 -0.95
C 0.379 0.381 -3.771 1.09 -9.46 -1.35
H 0.982 0.978 -4.220 3.59 4.39 -2.92
C 1.123 -0.384 -2.663 -10.13 2.24 3.25
H 0.932 0.275 -1.794 2.05 -0.45 -0.02
H 1.875 -0.946 -2.895 5.06 -2.32 -1.23
H 0.220 -0.531 -4.583 0.72 1.90 1.16
H -2.984 0.583 -2.900 2.67 -1.28 0.37
H -2.308 -0.922 -3.721 0.92 1.99 0.84
H -0.199 -2.198 -2.737 -1.20 -6.42 -6.00
H 0.382 -0.210 0.218 2.20 -2.71 -0.99
H 2.043 -1.262 0.264 1.32 0.64 -0.64
H 1.801 -0.531 2.545 0.81 0.64 0.79
H 0.140 0.189 2.441 1.29 -1.82 0.36
H -0.946 -1.782 5.214 0.66 -0.77 -0.43
H -1.372 -1.979 3.545 -1.37 -0.22 -0.68
H -2.503 -0.228 5.170 0.40 0.62 -1.00
H -0.822 0.521 5.281 -1.20 -0.53 -0.67
H -1.537 0.550 3.667 -1.36 1.04 -0.16
```
Forces are in eV/Å.

What are the natural (NBO) partial charges on each atom? They are as follows, in elementary charge units: C -0.652; C -0.070; O -0.526; C -0.089; C -0.344; H 0.221; H 0.130; C -0.227; N -0.484; C -0.395; H 0.188; H 0.223; H 0.137; C 0.006; C -0.480; H 0.244; H 0.227; C -0.267; N -0.604; S 2.190; O -0.907; O -0.908; C -0.369; C -0.317; S 0.556; C -0.425; C -0.170; H 0.284; C 0.639; O -0.655; N -0.716; H 0.392; H 0.421; H 0.199; C -0.199; H 0.227; C -0.434; H 0.223; H 0.213; H 0.158; H 0.280; H 0.204; H 0.171; H 0.186; H 0.198; H 0.175; H 0.128; H 0.183; H 0.180; H 0.237; H 0.208; H 0.208


DFT (the ωB97M-V functional and the def2-TZVPD basis) results for C35H29AsN2O5PdSi as an isolated structure in a non-equilibrium geometry.

The calculation puts the calculated total energy at -4490.03265 a.u. Its LUMO energy (spin up / spin down) is -0.241 / -0.242 eV. The energy relative to the best compared isomer or geometry (same formula, charge and spin) comes out at 0.0 kJ/mol. As for the spin multiplicity: 1.

```
74
Properties=species:S:1:pos:R:3:forces:R:3
Pd -1.147 0.330 0.360 -0.33 0.94 -0.68
O -3.045 5.271 3.200 0.25 -0.09 -0.09
C -3.998 4.374 3.072 0.03 -0.11 0.01
O -5.074 4.474 3.612 -0.03 0.05 0.00
C -3.720 3.186 2.207 -0.19 -0.08 -0.12
C -4.709 2.268 1.907 0.14 0.02 0.00
N -4.163 1.341 1.110 0.00 0.04 -0.07
N -2.873 1.603 0.851 0.37 -0.17 0.64
C -2.580 2.712 1.524 0.04 0.06 -0.10
C -1.154 3.244 1.465 -0.22 -0.07 0.14
O -0.978 4.410 1.855 -0.09 0.09 0.16
O -0.294 2.443 1.038 0.22 0.05 -0.40
H -2.213 4.995 2.694 -0.09 0.06 -0.04
H -5.740 2.242 2.210 -0.06 0.02 0.02
H -4.604 0.550 0.672 0.03 -0.02 0.06
C -0.013 -5.564 0.623 0.00 -0.07 -0.02
C 0.810 -4.449 0.697 0.09 -0.03 -0.03
C 0.265 -3.192 0.899 0.04 0.11 0.05
C -1.112 -3.027 1.052 -0.17 -0.12 0.11
C -1.924 -4.159 0.974 0.02 -0.04 -0.03
C -1.384 -5.421 0.757 0.01 0.07 -0.01
Si -1.898 -1.387 1.460 -0.11 -0.25 -0.09
C -1.477 -0.633 3.111 -0.13 -0.06 0.23
C -2.516 -0.309 3.990 0.05 0.02 -0.03
C -2.266 0.359 5.179 0.02 0.03 -0.01
C -0.968 0.729 5.501 -0.04 0.03 0.04
C 0.076 0.422 4.641 0.02 0.01 -0.04
C -0.177 -0.254 3.458 0.09 -0.08 -0.08
H 0.415 -6.545 0.462 0.01 -0.01 0.00
H 1.883 -4.569 0.602 0.01 0.03 -0.01
H 0.917 -2.326 0.940 0.01 0.00 0.01
H -2.997 -4.060 1.087 -0.05 0.01 0.01
H -2.031 -6.285 0.698 -0.02 -0.03 0.00
H -3.382 -1.543 1.416 0.02 -0.13 -0.01
H -3.537 -0.573 3.739 -0.03 -0.03 -0.01
H -3.082 0.604 5.846 -0.01 0.01 0.00
H -0.774 1.268 6.419 0.01 0.00 0.02
H 1.086 0.723 4.884 0.02 0.00 0.01
H 0.652 -0.473 2.789 -0.07 0.02 0.04
O -0.199 -0.704 -1.216 0.30 -0.28 0.09
As 1.165 -0.113 -1.981 -0.07 -0.01 0.04
C 1.844 -1.485 -3.123 -0.10 -0.08 -0.09
C 2.218 -1.192 -4.429 0.12 0.04 0.00
C 2.671 -2.209 -5.258 -0.01 0.03 0.02
C 2.744 -3.509 -4.782 0.02 -0.02 -0.02
C 2.359 -3.801 -3.480 0.02 -0.02 -0.02
C 1.902 -2.791 -2.650 -0.07 -0.01 0.02
C 0.709 1.368 -3.094 -0.10 0.08 0.02
C 1.570 2.440 -3.291 0.06 -0.01 -0.05
C 1.183 3.485 -4.119 0.02 -0.02 0.02
C -0.054 3.452 -4.743 0.00 0.01 -0.02
C -0.913 2.379 -4.545 -0.02 -0.03 0.01
C -0.536 1.334 -3.717 -0.03 0.02 0.04
C 2.540 0.418 -0.775 0.20 -0.11 0.09
C 2.408 1.610 -0.073 -0.11 0.02 0.05
C 3.350 1.948 0.887 0.01 -0.05 0.02
C 4.423 1.105 1.132 -0.01 0.02 0.03
C 4.559 -0.084 0.426 0.01 -0.02 -0.01
C 3.616 -0.434 -0.527 0.00 0.01 -0.08
H 2.159 -0.177 -4.803 -0.03 -0.01 0.00
H 2.959 -1.986 -6.276 0.01 0.01 -0.01
H 3.093 -4.302 -5.430 0.01 -0.01 -0.01
H 2.403 -4.819 -3.117 -0.01 -0.02 0.02
H 1.560 -3.025 -1.650 -0.03 0.01 0.06
H 2.537 2.466 -2.804 -0.01 0.01 0.03
H 1.846 4.326 -4.269 0.01 0.01 0.00
H -0.356 4.269 -5.385 0.00 0.02 -0.01
H -1.879 2.362 -5.029 -0.02 0.00 0.00
H -1.211 0.504 -3.537 0.03 0.01 0.01
H 1.557 2.258 -0.225 -0.07 0.04 0.02
H 3.221 2.859 1.455 0.02 0.04 -0.01
H 5.154 1.369 1.884 0.02 0.00 0.01
H 5.396 -0.741 0.622 0.00 0.01 0.00
H 3.728 -1.361 -1.079 -0.03 0.03 0.01
```
Forces are in eV/Å.

What are the Mulliken partial charges on each atom? They are as follows, in elementary charge units: Pd 0.529; O -0.551; C 0.447; O -0.630; C 0.809; C -0.637; N -0.007; N -0.587; C -0.035; C 0.701; O -0.874; O -0.379; H 0.477; H 0.524; H 0.159; C -0.506; C -0.602; C -0.064; C 0.259; C -0.479; C -0.579; Si 0.784; C 0.517; C -0.478; C -0.682; C -0.445; C -0.699; C 0.142; H 0.388; H 0.469; H 0.165; H 0.316; H 0.394; H -0.388; H 0.343; H 0.399; H 0.387; H 0.398; H 0.147; O -0.572; As 1.433; C 0.108; C -0.505; C -0.702; C -0.497; C -0.537; C -0.223; C 0.000; C -0.169; C -0.762; C -0.426; C -0.740; C -0.465; C 0.438; C -0.222; C -0.795; C -0.624; C -0.657; C -0.388; H 0.407; H 0.400; H 0.380; H 0.445; H 0.321; H 0.462; H 0.424; H 0.395; H 0.408; H 0.428; H 0.416; H 0.479; H 0.398; H 0.432; H 0.378


DFT (the ωB97M-V functional and the def2-TZVPD basis) results for a 2-piece molecular cluster, C13H17BrNO9PS overall in a non-equilibrium geometry.

The calculation puts the calculated total energy at -4551.01799 a.u. Its LUMO energy is -2.223 eV. As for the spin multiplicity: 1.

```
43
Properties=species:S:1:pos:R:3:forces:R:3
O 2.046 3.378 1.032 -0.16 -0.72 0.59
C 2.148 2.425 1.747 0.21 0.44 -0.92
Br 1.892 2.646 3.693 0.17 -0.57 -1.11
C 2.515 1.024 1.148 -0.70 -0.67 0.72
C 1.242 0.221 0.675 0.03 -1.35 0.54
N 0.166 0.976 0.238 -0.70 -1.89 -0.28
C -1.033 0.424 -0.187 -0.85 -1.71 -0.40
C -2.180 1.336 -0.700 0.37 0.47 0.84
C -1.800 2.269 -1.921 -0.18 -0.70 -0.38
C -0.738 1.666 -2.932 -0.33 0.80 -0.73
C -1.157 1.844 -4.476 0.37 -0.95 0.72
O -0.142 2.560 -5.183 -0.48 0.18 0.38
C -1.238 -1.009 -0.192 3.01 0.32 1.02
C -0.115 -1.856 0.260 -0.10 1.65 0.92
C -0.409 -3.381 0.247 0.04 -1.32 -1.00
O -0.824 -3.837 -0.800 0.06 0.86 0.65
O -0.199 -4.216 1.300 -0.38 1.60 -0.60
C 1.187 -1.252 0.691 -2.21 2.36 -0.35
P 2.625 -2.313 1.212 1.33 -1.95 0.37
O 2.416 -2.601 2.830 0.63 1.27 -1.82
O 4.108 -1.504 1.060 -2.69 0.38 0.24
S 2.812 -3.934 0.171 -0.41 0.77 0.17
H 3.052 0.461 1.965 -0.56 0.40 -1.14
H 3.151 1.140 0.227 -0.40 0.32 1.10
H 0.202 2.003 0.192 0.38 -0.57 0.21
H -2.472 2.017 0.156 0.18 -0.87 -0.75
H -3.071 0.684 -0.900 1.01 0.57 0.10
H -2.749 2.455 -2.505 0.95 -0.03 0.85
H -1.433 3.250 -1.527 -0.36 -0.77 -0.41
H 0.209 2.272 -2.804 -0.76 -1.03 -0.14
H -0.527 0.574 -2.802 -0.12 0.99 0.31
H -2.189 2.279 -4.583 0.98 -0.06 0.12
H -1.194 0.815 -4.940 0.04 1.18 0.35
H 0.104 3.344 -4.660 -0.26 -0.42 -0.39
H -2.191 -1.496 -0.515 1.08 0.75 0.45
H -0.535 -5.081 0.977 0.30 0.49 0.21
H 3.199 -3.060 3.193 -0.42 0.08 -0.23
H 4.019 -1.010 0.220 0.56 -0.39 0.32
C -2.597 -0.999 3.591 -1.30 0.28 0.28
O -2.093 -0.956 2.422 0.24 0.16 -0.89
O -1.666 -1.388 4.532 0.62 -0.08 -0.38
O -3.734 -0.756 3.980 0.32 0.00 -0.34
H -0.952 -1.479 3.878 0.49 -0.29 0.79
```
Forces are in eV/Å.

What are the natural (NBO) partial charges on each atom? They are as follows, in elementary charge units: O -0.507; C 0.512; Br 0.043; C -0.570; C 0.321; N -0.494; C 0.321; C -0.461; C -0.413; C -0.454; C -0.056; O -0.709; C -0.078; C 0.063; C 0.765; O -0.561; O -0.644; C -0.455; P 1.744; O -0.952; O -0.946; S -0.525; H 0.290; H 0.263; H 0.451; H 0.260; H 0.256; H 0.233; H 0.210; H 0.205; H 0.219; H 0.162; H 0.187; H 0.462; H 0.279; H 0.513; H 0.523; H 0.495; C 0.946; O -0.909; O -0.737; O -0.722; H 0.468